Record 1
{
  "formula": "CH4F2OSi",
  "method": "ωB97M-V/def2-TZVPD",
  "species": ["C", "O", "F", "F", "Si", "H", "H", "H", "H"],
  "positions_angstrom": [[-1.823, 0.363, 0.259], [-1.071, -0.396, -0.585], [2.885, 0.095, 0.762], [3.701, -0.868, -1.255], [2.321, -0.863, -0.448], [-1.624, 1.388, 0.164], [-1.738, 0.090, 1.368], [-2.869, 0.236, -0.062], [0.217, -0.043, -0.203]],
  "forces_ev_per_angstrom": [[-1.8979, -0.6299, 1.9910], [6.5273, 0.5985, 0.8506], [-0.7158, -0.5489, -0.4102], [-0.1031, -0.3339, -0.4479], [0.9785, 0.9125, 0.8917], [0.3505, 1.7314, -0.0288], [-0.1422, 0.1681, -1.3023], [0.1121, -0.1069, 0.3033], [-5.1096, -1.7909, -1.8473]],
  "multiplicity": 1,
  "lumo_ev": -1.137,
  "total_charge": 0,
  "e_above_lowest_kcal_mol": 95.4,
  "homo_lumo_gap_ha": 0.3319
}

---

Record 2
{
  "formula": "CH4F3N4O",
  "method": "ωB97M-V/def2-TZVPD",
  "species": ["C", "N", "N", "N", "N", "O", "F", "F", "F", "H", "H", "H", "H"],
  "positions_angstrom": [[-0.908, -0.632, -0.217], [-4.473, 0.913, 0.126], [-2.238, -0.734, -0.064], [-0.120, -1.610, -0.149], [-5.349, 1.572, 0.169], [-0.622, 0.577, -0.516], [-2.939, -1.868, 0.019], [-0.686, -2.779, 0.189], [1.948, 0.590, 0.315], [-2.892, 0.021, 0.161], [0.902, -1.506, -0.101], [0.386, 0.909, -0.423], [2.765, 0.941, 0.005]],
  "forces_ev_per_angstrom": [[-4.6713, 1.9872, 0.0389], [-1.4517, 1.1329, 0.1685], [0.0911, 0.5540, 0.1475], [3.0092, -2.0534, -0.0471], [1.0751, -0.8608, -0.0860], [3.6010, 2.4476, 0.0045], [0.1052, -1.0786, 0.0480], [0.7122, -0.4669, 0.2550], [0.3878, 0.1740, -0.3433], [0.6993, 0.3213, -0.4324], [-0.5410, -0.6314, -0.0135], [-2.6656, -1.3803, 0.0271], [-0.3515, -0.1456, 0.2326]],
  "multiplicity": 1,
  "lumo_ev": -3.578,
  "total_charge": 1,
  "e_above_lowest_kcal_mol": 0.0,
  "homo_lumo_gap_ha": 0.4329
}

---

Record 3
{
  "formula": "CH4FNO",
  "method": "ωB97M-V/def2-TZVPD",
  "species": ["C", "N", "O", "F", "H", "H", "H", "H"],
  "positions_angstrom": [[1.152, 0.373, 0.003], [-1.494, -0.282, -0.006], [-0.843, 0.854, -0.011], [1.039, -0.911, 0.099], [1.609, 0.828, 0.930], [1.385, 0.623, -1.110], [-1.529, -0.782, 0.922], [-1.318, -0.702, -0.827]],
  "forces_ev_per_angstrom": [[-2.0437, 2.4300, -1.5053], [-1.2847, 1.0288, 4.1339], [3.5518, 0.9298, 0.6461], [-0.1267, -1.9180, 0.4640], [-0.5653, -0.1833, -1.4371], [-0.1183, 0.2399, 2.3909], [0.2968, 0.3918, -1.7851], [0.2901, -2.9188, -2.9075]],
  "multiplicity": 1,
  "lumo_ev": [0.842, 0.842],
  "total_charge": 0,
  "e_above_lowest_kcal_mol": 102.2,
  "homo_lumo_gap_ha": [0.3279, 0.3279]
}

---

Record 4
{
  "formula": "CH4FNO",
  "method": "ωB97M-V/def2-TZVPD",
  "species": ["C", "N", "O", "F", "H", "H", "H", "H"],
  "positions_angstrom": [[-0.023, -0.426, 0.522], [-0.474, 0.262, -0.994], [0.327, 0.635, 1.337], [0.690, 0.595, -1.721], [-0.838, -1.044, 0.660], [0.969, -0.994, 0.561], [-0.996, -0.527, -1.346], [0.344, 1.499, 0.980]],
  "forces_ev_per_angstrom": [[4.0097, 3.2221, -4.0419], [0.9211, -0.5239, 4.6979], [-0.7771, -1.4268, 2.1217], [-0.6058, -1.0070, -0.0986], [-2.1182, -0.7644, 1.2692], [-1.5980, -0.0600, -1.1358], [0.6592, -0.4521, -1.6098], [-0.4908, 1.0122, -1.2027]],
  "multiplicity": 1,
  "lumo_ev": 0.975,
  "total_charge": 0,
  "e_above_lowest_kcal_mol": 80.8,
  "homo_lumo_gap_ha": 0.4157
}